A structure of composition C9H13N6S3V at a distorted geometry. Source: the Open Molecules 2025 dataset; level of theory: ωB97M-V/def2-TZVPD.

Element x y z (Å)
V1 0.02990 0.50392 0.38560
C1 2.96369 -3.30823 3.28905
S1 1.24127 -2.79995 3.41553
C2 1.17942 -1.52010 2.29821
S2 -0.38105 -0.64503 2.26206
N1 2.21315 -1.16451 1.59426
N2 1.90220 -0.07845 0.79927
C3 2.85782 0.63515 0.34275
C4 2.43257 1.83786 -0.39304
C5 3.28477 2.72416 -0.99578
C6 2.75294 3.83686 -1.64322
C7 1.38308 4.03032 -1.66148
C8 0.58132 3.10670 -1.02186
N3 1.08291 2.02798 -0.39463
H1 3.04673 -4.18535 3.92695
H2 3.61373 -2.51788 3.65254
H3 3.20573 -3.56569 2.26184
H4 3.89278 0.38325 0.54664
H5 4.35237 2.55103 -0.95968
H6 3.40957 4.54737 -2.12847
H7 0.94037 4.88319 -2.15638
H8 -0.49294 3.22869 -1.00611
N4 -2.21389 0.98228 0.22054
N5 -2.84071 0.22181 -0.78358
C9 -2.14244 -0.63419 -1.54153
N6 -2.78873 -1.29787 -2.47572
S3 -0.45031 -0.90374 -1.33825
H9 -2.57913 0.68156 1.12438
H10 -2.48004 1.95673 0.09666
H11 -3.84664 0.28566 -0.86172
H12 -3.77601 -1.18380 -2.65551
H13 -2.29181 -1.97677 -3.03351

Calculated values
* calculated total energy: -76664.2246 eV
* net charge: +2
* <S²>: 2.03
* E_LUMO (spin up / spin down): -7.9 / -7.7 eV
* E_HOMO (spin up / spin down): -14.4820 / -14.5034 eV
* multiplicity: 3

---

A structure of composition C12H15Cl2MnO11P2Se2 at a distorted geometry. Source: the Open Molecules 2025 dataset; level of theory: ωB97M-V/def2-TZVPD.

Element x y z (Å)
Mn1 0.28800 1.80046 -0.13638
O1 1.25272 -0.88415 -3.03232
C1 0.00858 -1.34314 -3.43938
C2 -0.99534 -1.68901 -2.30382
C3 -2.01929 -2.66862 -2.94141
O2 -3.13050 -2.94952 -2.13014
C4 -1.79533 -0.44703 -1.86093
Se1 -0.94789 1.38020 -2.02037
C5 -0.37488 -2.40817 -1.08810
Se2 1.55687 -2.34712 -0.66039
H1 1.15753 -0.10557 -2.46125
H2 0.21626 -2.24793 -4.02131
H3 -0.49107 -0.60211 -4.08610
H4 -1.49907 -3.60013 -3.20804
H5 -2.42433 -2.23182 -3.85592
H6 -2.80856 -3.28337 -1.28452
H7 -2.07698 -0.51404 -0.80902
H8 -2.70888 -0.37601 -2.45386
H9 -0.52522 -3.48832 -1.18576
H10 -0.84581 -2.07341 -0.16058
O3 -0.79818 3.77343 0.23853
P1 0.62390 4.39888 -0.39523
O4 0.34491 5.63827 -1.11208
O5 1.17412 3.16610 -1.08335
O6 1.46741 4.62845 0.94094
P2 2.21347 3.24683 1.52647
O7 2.38950 3.70231 3.05266
O8 3.48844 2.98315 0.87444
O9 1.11259 2.20374 1.52122
H11 -1.52486 4.37381 0.05275
H12 1.54266 3.81647 3.48191
Cl1 1.34126 -2.73957 5.09414
C6 0.68732 -1.77377 3.82225
C7 -0.56686 -1.20684 3.98415
C8 -1.06336 -0.40652 2.97632
Cl2 -2.61229 0.32812 3.14412
C9 -0.33933 -0.13837 1.79487
O10 -0.84675 0.65553 0.88260
C10 0.91894 -0.77178 1.65247
C11 1.73089 -0.58881 0.40417
O11 1.41034 0.38270 -0.44879
C12 1.41985 -1.57235 2.66790
H13 -1.13990 -1.38686 4.87967
H14 2.80676 -0.58828 0.64573
H15 2.38236 -2.04583 2.54170

Calculated values
* calculated total energy: -240853.0133 eV
* net charge: -1
* <S²>: 0.81
* E_LUMO (spin up / spin down): 0.1 / 0.0 eV
* E_HOMO (spin up / spin down): -5.2637 / -5.2817 eV
* multiplicity: 2

---

A structure of composition C6H13N3O at a distorted geometry. Source: the Open Molecules 2025 dataset; level of theory: ωB97M-V/def2-TZVPD.

Element x y z (Å)
C1 -0.66909 -0.85792 1.80578
C2 -0.86981 -1.58557 -1.09289
C3 -0.65068 0.34368 0.86253
C4 -1.08887 -0.16804 -0.65615
C5 -1.94281 0.62615 -1.30636
O1 -1.23996 1.37368 1.24725
H1 -0.44189 -0.51169 2.81352
H2 0.08714 -1.57933 1.49303
H3 -1.65922 -1.30925 1.81796
H4 0.17775 -1.87953 -1.00103
H5 -1.15084 -1.72900 -2.13678
H6 -1.42446 -2.28517 -0.46785
H7 -2.27046 1.55883 -0.86975
H8 -2.40867 0.33921 -2.24021
N1 2.23679 -0.47443 -0.98004
N2 1.35969 2.27886 0.74834
C6 1.20723 0.90231 0.55405
N3 1.31985 0.46034 -0.75039
H9 2.80745 -0.83326 -0.21350
H10 2.57383 -0.50914 -1.93414
H11 1.69033 2.75803 -0.08030
H12 0.53740 2.74385 1.11368
H13 1.81926 0.33738 1.27325

Calculated values
* calculated total energy: -12946.0412 eV
* E_LUMO (spin up / spin down): -0.9 / -0.4 eV
* E_HOMO (spin up / spin down): -8.2311 / -8.2870 eV

---

The molecule C6H13N at a distorted geometry. Source: the Open Molecules 2025 dataset; level of theory: ωB97M-V/def2-TZVPD.

Element x y z (Å)
C1 2.12546 -1.25129 0.81532
C2 1.43041 -0.31792 -0.17614
N1 0.04862 1.96679 0.26842
C3 -0.72123 0.88751 -0.14505
C4 -0.04637 -0.38305 -0.13881
C5 -0.67570 -1.69710 -0.54020
C6 -2.25742 1.00584 -0.28000
H1 2.28165 -2.23685 0.41621
H2 1.48962 -1.34007 1.77683
H3 3.06603 -0.82138 1.08109
H4 1.95859 0.65631 0.03931
H5 1.63580 -0.47119 -1.23934
H6 0.75575 1.76007 1.02775
H7 -0.47905 2.72850 0.64183
H8 -1.48990 -1.80518 -1.32795
H9 0.18094 -2.34368 -0.90429
H10 -0.97445 -2.21248 0.31900
H11 -2.59048 0.06422 0.17377
H12 -2.65476 1.81704 0.25294
H13 -2.65092 0.97318 -1.34679

Calculated values
* calculated total energy: -7921.2950 eV
* SMILES: CC/C(C)=C(/C)N
* E_LUMO: 1.0 eV
* E_HOMO: -7.1726 eV